Density functional theory data (ωB97M-V/def2-TZVPD) for an isolated molecule of C2H5BO.

Its total energy is -4876.1352 eV. The value obtained for the gap between HOMO and LUMO is 0.3444 Eh. The energy relative to the best compared isomer or geometry (same formula, charge and spin) comes out at 87.7 kcal/mol.

Cartesian coordinates (Å):
B1 -2.077 0.004 -0.013
C1 0.245 -1.297 -0.051
C2 1.331 -0.246 0.011
O1 -0.928 -0.720 -0.023
H1 -2.538 0.287 -1.055
H2 -2.607 0.170 1.016
H3 1.952 -0.337 -0.879
H4 0.929 0.772 0.072
H5 1.965 -0.439 0.874

Density functional theory data (ωB97M-V/def2-TZVPD) for a cluster of 2 separate species, C39H43BO4S2 in total.

Its total energy is -71674.9362 eV. The value obtained for the gap between HOMO and LUMO is 0.0967 Eh. The energy relative to the best compared isomer or geometry (same formula, charge and spin) comes out at 31.3 kcal/mol.

Cartesian coordinates (Å):
C1 6.606 5.528 0.086
C2 5.482 4.764 0.675
C3 5.244 4.418 1.989
C4 4.007 3.686 2.178
C5 3.322 3.518 0.992
B1 2.051 2.499 0.663
C6 0.777 3.475 0.828
C7 0.387 4.115 1.977
C8 -0.591 5.131 1.718
C9 -0.942 5.227 0.383
C10 -1.811 6.256 -0.233
S1 -0.104 4.031 -0.571
O1 2.307 2.018 -0.658
C11 2.799 0.703 -0.452
C12 2.337 -0.147 -1.635
C13 4.321 0.713 -0.352
C14 2.140 0.307 0.955
C15 0.715 -0.117 0.695
C16 2.850 -0.774 1.773
O2 2.141 1.509 1.700
S2 4.188 4.195 -0.348
H1 7.307 5.797 0.881
H2 7.123 4.919 -0.668
H3 6.227 6.440 -0.397
H4 5.934 4.678 2.792
H5 3.688 3.321 3.154
H6 0.850 3.927 2.945
H7 -1.003 5.783 2.490
H8 -2.443 6.719 0.532
H9 -1.196 7.042 -0.694
H10 -2.436 5.789 -1.001
H11 2.604 -1.198 -1.460
H12 1.257 -0.062 -1.805
H13 2.831 0.203 -2.547
H14 4.693 -0.322 -0.378
H15 4.745 1.262 -1.200
H16 4.659 1.193 0.578
H17 0.695 -1.122 0.253
H18 0.176 -0.104 1.648
H19 0.195 0.575 0.015
H20 2.693 -1.754 1.300
H21 3.924 -0.570 1.842
H22 2.433 -0.796 2.791
C17 -1.299 -5.065 -6.645
O3 -2.462 -4.486 -6.017
C18 -2.356 -4.133 -4.709
C19 -3.371 -3.299 -4.199
C20 -3.220 -2.699 -2.969
C21 -2.112 -2.973 -2.135
C22 -1.994 -2.333 -0.819
C23 -2.443 -0.981 -0.712
C24 -2.476 -0.047 0.324
C25 -3.622 0.816 0.567
C26 -3.999 1.120 1.906
C27 -5.201 1.766 2.196
C28 -6.067 2.162 1.168
C29 -5.689 1.920 -0.161
C30 -4.510 1.229 -0.462
C31 -1.503 -3.167 0.272
C32 -1.614 -4.597 0.265
C33 -1.089 -5.389 1.263
C34 -0.500 -4.788 2.401
O4 0.066 -5.607 3.322
C35 0.807 -4.977 4.394
C36 -0.508 -3.377 2.505
C37 -0.961 -2.619 1.442
C38 -1.170 -3.914 -2.613
C39 -1.271 -4.490 -3.869
H23 -1.623 -5.225 -7.672
H24 -0.436 -4.379 -6.613
H25 -1.037 -6.019 -6.164
H26 -4.224 -3.077 -4.831
H27 -4.000 -2.025 -2.626
H28 -2.941 -0.648 -1.629
H29 -1.726 -0.031 1.111
H30 -3.370 0.744 2.712
H31 -5.514 1.922 3.229
H32 -7.032 2.612 1.398
H33 -6.360 2.227 -0.967
H34 -4.276 0.947 -1.487
H35 -2.122 -5.092 -0.562
H36 -1.101 -6.478 1.203
H37 1.251 -5.811 4.935
H38 1.600 -4.314 4.014
H39 0.132 -4.415 5.056
H40 -0.141 -2.865 3.398
H41 -0.877 -1.553 1.541
H42 -0.322 -4.191 -1.986
H43 -0.499 -5.180 -4.213

Density functional theory data (ωB97M-V/def2-TZVPD) for a cluster of 3 separate species, C5H9Cl in total.

Its total energy is -17846.6860 eV. The value obtained for the gap between HOMO and LUMO is 0.3753 Eh. The energy relative to the best compared isomer or geometry (same formula, charge and spin) comes out at 153.2 kcal/mol.

Cartesian coordinates (Å):
C1 1.670 0.220 -0.772
C2 0.748 0.362 0.409
C3 -0.051 -0.507 1.224
C4 -0.786 0.300 0.436
C5 -1.494 -0.378 -0.731
H1 1.903 1.370 -1.285
H2 2.596 -0.027 -0.486
H3 0.980 -0.330 -1.651
H4 1.169 1.230 1.040
H5 0.198 -0.383 2.200
H6 0.074 -1.494 0.826
H7 -2.768 -0.037 -0.121
H8 -1.119 0.142 -1.807
H9 -1.454 -1.898 -0.591
Cl1 -1.665 1.428 1.310

Density functional theory data (ωB97M-V/def2-TZVPD) for a cluster of 3 separate species, C3H10O4 in total.

Its total energy is -11461.7866 eV. The value obtained for the gap between HOMO and LUMO is 0.4023 Eh. The energy relative to the best compared isomer or geometry (same formula, charge and spin) comes out at 45.3 kcal/mol. As for the SMILES: CCC(=O)O.O.O.

Cartesian coordinates (Å):
C1 -2.598 0.141 -0.372
C2 -1.388 0.909 -0.066
C3 -0.274 -0.115 0.176
O1 -0.116 -1.294 0.259
O2 0.679 0.750 0.551
H1 -2.909 -0.403 0.605
H2 -2.585 -0.672 -1.244
H3 -3.437 0.774 -0.799
H4 -1.123 1.598 -0.906
H5 -1.718 1.627 0.803
H6 1.572 0.438 1.067
O3 2.130 -0.247 2.924
H7 1.566 0.554 3.149
H8 1.544 -0.762 3.607
O4 1.179 -0.234 -3.547
H9 0.258 -0.034 -3.553
H10 1.411 -0.528 -2.660